9
Properties=species:S:1:pos:R:3:forces:R:3 method="wB97M-V/def2-TZVPD" relative_energy_kcal_mol=122.9 smiles="N#C[C@@H]1C=NOO1" e_lumo_ev=-0.317
C 1.021 0.014 -1.148 -0.6 0.2 -0.3
C -0.708 0.781 0.378 -0.3 -0.3 -0.9
C -0.169 -0.469 -0.433 0.5 0.4 -1.9
N 1.988 0.398 -1.611 1.0 0.4 -0.6
N -0.576 0.457 1.579 -1.2 3.5 -0.5
O 0.322 -1.348 0.462 -0.6 -0.3 2.0
O -0.084 -0.599 1.863 1.6 -4.1 1.6
H -0.962 1.792 0.052 -0.1 -0.7 -0.1
H -0.831 -1.026 -1.142 -0.2 1.0 0.5



26
Properties=species:S:1:pos:R:3:forces:R:3 method="wB97M-V/def2-TZVPD" e_lumo_ev=0.989
C -2.103 -0.760 0.371 0.1 0.4 -0.8
N -1.759 0.370 1.836 0.2 0.2 -0.9
N -0.715 -0.107 2.698 -0.2 0.3 -0.3
N -1.372 -1.924 0.529 0.1 0.3 0.3
N -1.659 0.197 -0.529 -0.1 -0.7 -0.2
H -2.595 0.542 2.388 0.1 0.2 -0.1
H -3.177 -0.928 0.503 0.1 0.1 0.1
H -0.565 0.567 3.445 0.0 0.0 -0.1
H 0.133 -0.098 2.126 0.0 -0.1 0.1
H -0.383 -1.826 0.305 0.0 0.0 0.0
H -1.518 -2.403 1.407 -0.1 0.0 0.0
H -2.408 0.530 -1.126 -0.1 0.0 0.2
H -1.562 0.999 0.861 -0.2 -0.8 1.9
C 1.978 -0.058 -0.624 0.0 0.2 -0.1
N 2.390 0.864 -1.702 -0.1 -0.1 0.0
N 1.327 1.395 -2.501 0.1 0.2 0.1
N 1.320 0.664 0.455 0.0 0.0 0.0
N 1.103 -1.149 -1.017 0.0 0.1 0.1
H 3.032 0.393 -2.333 -0.2 -0.1 0.1
H 2.915 -0.473 -0.238 -0.1 0.0 -0.1
H 1.174 2.356 -2.216 0.0 -0.1 0.0
H 0.441 0.903 -2.376 0.3 -0.1 0.1
H 1.873 1.484 0.678 0.0 0.0 0.0
H 0.417 0.993 0.113 0.0 -0.1 -0.1
H 1.526 -1.730 -1.729 -0.1 0.1 0.0
H 0.189 -0.799 -1.324 0.2 -0.1 0.1



46
Properties=species:S:1:pos:R:3:forces:R:3 method="wB97M-V/def2-TZVPD" total_charge=+1 relative_energy_kcal_mol=49.6 smiles="CCCC[NH2+]CCOCCOc1ccc(C)cc1[N+](=O)[O-]" e_lumo_ev=-3.610
C -4.329 -3.071 0.731 -0.1 0.1 -0.1
H -3.386 -3.549 0.475 0.1 -0.1 0.0
C -4.723 -2.054 -0.334 0.2 0.0 0.0
H -4.960 -2.587 -1.255 -0.1 0.1 0.0
C -3.614 -1.044 -0.646 -0.2 0.1 0.1
C -3.356 -0.102 0.526 -0.5 -0.5 -0.1
N -2.173 0.752 0.279 0.5 -0.1 0.1
H -1.845 1.209 1.139 0.0 -0.2 -0.1
C -2.346 1.850 -0.694 0.2 0.6 -0.3
C -1.021 2.608 -0.774 0.0 0.0 0.0
H -0.279 1.990 -1.292 0.0 0.1 0.0
H -1.150 3.553 -1.315 -0.1 -0.1 0.0
O -0.622 2.838 0.567 -0.4 -0.2 -0.3
C 0.591 3.525 0.750 0.4 -0.1 0.2
H 0.533 4.542 0.341 0.0 -0.1 0.1
H 0.696 3.583 1.835 0.1 0.1 -0.1
C 1.824 2.823 0.142 -0.1 0.3 -0.1
H 1.976 3.126 -0.902 0.1 -0.1 0.1
H 2.703 3.113 0.726 -0.1 0.0 -0.1
O 1.598 1.426 0.191 0.1 0.1 0.2
C 2.608 0.549 0.037 -0.2 -0.4 0.0
C 3.959 0.873 -0.064 -0.2 0.2 0.0
C 4.922 -0.116 -0.111 -0.2 -0.2 0.0
C 4.597 -1.473 -0.047 -0.2 0.2 0.0
C 3.260 -1.809 0.026 -0.2 0.2 0.0
C 2.272 -0.823 0.041 1.4 0.6 -0.1
N 0.925 -1.242 0.036 -1.1 -0.5 0.1
O 0.081 -0.475 -0.442 0.1 -0.1 -0.3
O 0.632 -2.332 0.468 0.1 -0.1 0.1
H 2.945 -2.842 0.048 0.0 -0.1 0.0
C 5.668 -2.512 -0.080 0.1 0.0 0.0
H 6.217 -2.458 -1.019 0.1 -0.1 0.0
H 5.249 -3.509 0.022 0.0 -0.1 0.0
H 6.379 -2.346 0.727 0.1 -0.1 0.0
H 5.959 0.171 -0.194 0.1 0.1 0.0
H 4.268 1.905 -0.108 0.0 0.1 0.0
H -2.612 1.451 -1.671 0.0 0.0 0.1
H -3.141 2.510 -0.338 0.0 -0.2 0.0
H -1.367 0.149 -0.043 -0.5 0.2 0.4
H -4.226 0.532 0.709 0.1 0.1 0.1
H -3.160 -0.691 1.423 0.1 0.2 0.0
H -3.904 -0.472 -1.527 0.1 0.0 -0.1
H -2.697 -1.589 -0.876 0.1 0.0 -0.1
H -5.623 -1.522 -0.021 -0.1 0.0 -0.1
H -4.234 -2.614 1.713 0.0 0.0 0.1
H -5.090 -3.843 0.801 0.0 -0.1 0.1